Below is 2 unconnected molecules or ions with the total composition C5H8ClF, with properties calculated with ωB97M-V/def2-TZVPD.

Summary:
- Kohn-Sham gap (alpha / beta) (eV) = 8.4 / 8.7
- F_max (eV/Å) = 6.0
- electronic energy (eV) = -20548.4326
- energy relative to the best compared isomer or geometry (same formula, charge and spin) (kcal/mol) = 150.1
- HOMO level (alpha / beta) (hartree) = -0.310 / -0.332

Structure (XYZ):
```
15
Properties=species:S:1:pos:R:3:forces:R:3
Cl 3.175303 -0.433424 0.391429 -1.223 0.284 -0.668
F 1.495653 1.554340 0.023869 0.576 -0.129 0.850
C 0.330006 -0.542036 -0.195327 1.607 1.705 1.490
C 0.009221 -1.647054 0.678505 -0.967 -3.703 -4.674
C -2.148451 1.607141 0.556031 -0.638 -0.602 0.657
C 0.849611 -0.046355 -1.491636 0.704 -3.564 0.211
C 1.591755 0.182639 -0.195857 -0.216 1.126 -0.511
H 1.114970 -0.863365 -2.196985 0.022 0.986 0.120
H -2.440870 1.768485 1.529313 -0.828 0.004 2.041
H -1.054240 -1.963631 0.371653 1.633 -0.374 0.484
H -1.231450 1.959538 0.348199 3.096 0.988 -1.056
H -0.072538 -1.391150 1.652214 0.299 0.942 3.152
H 0.831058 -2.528521 0.502423 -2.076 1.732 0.593
H 0.411517 0.851599 -1.804199 -0.486 1.041 -1.006
H -2.861541 1.491792 -0.169638 -1.503 -0.436 -1.682
```
Positions in Å, forces in eV/Å.


Below is a molecular structure, C2H3BrClFIN, with properties calculated with ωB97M-V/def2-TZVPD.

Summary:
- Kohn-Sham gap (alpha / beta) (eV) = 7.3 / 7.3
- F_max (eV/Å) = 6.0
- electronic energy (eV) = -96992.3556
- energy relative to the best compared isomer or geometry (same formula, charge and spin) (kcal/mol) = 61.7
- HOMO level (alpha / beta) (hartree) = -0.321 / -0.321

Structure (XYZ):
```
10
Properties=species:S:1:pos:R:3:forces:R:3
I -3.550595 -1.897996 0.719573 0.480 0.180 0.271
Br -0.327371 -2.363647 1.830294 -0.593 0.654 -0.098
Cl 0.802771 1.165873 1.752845 -0.881 -0.855 -1.431
F -1.021282 -2.622833 -1.079153 -0.353 0.670 1.021
N -1.179665 -0.227290 0.259174 3.501 -3.049 3.813
C 0.173630 0.324430 0.181447 0.984 1.358 -0.997
C -1.576581 -1.313850 0.936996 1.060 -0.122 -2.940
H -1.793700 0.336749 -0.184020 -2.829 1.604 -1.603
H -0.009183 1.119031 -0.584523 0.621 -0.255 0.959
H 1.084948 -0.232199 -0.234587 -1.990 -0.186 1.006
```
Positions in Å, forces in eV/Å.


Below is 2 unconnected molecules or ions with the total composition C4H12, with properties calculated with ωB97M-V/def2-TZVPD.

Summary:
- Kohn-Sham gap (eV) = 12.8
- F_max (eV/Å) = 1.4
- electronic energy (eV) = -4342.3626
- energy relative to the best compared isomer or geometry (same formula, charge and spin) (kcal/mol) = 3.8
- HOMO level (hartree) = -0.428
- SMILES = CC.CC

Structure (XYZ):
```
16
Properties=species:S:1:pos:R:3:forces:R:3
C -0.538638 0.307605 -1.299710 -0.353 -0.051 -0.098
C 1.141993 0.328200 1.759103 -0.425 0.531 0.245
C -0.804287 0.092502 -2.804350 -0.286 1.024 0.878
C 0.268376 -0.793166 2.283686 -0.863 -0.134 0.230
H -1.725293 0.607744 -3.096159 -0.055 -0.333 0.028
H -1.075312 -0.439675 -0.706737 0.224 0.066 0.009
H -0.303208 -0.467031 3.155200 0.098 0.124 0.080
H -0.506122 -1.106284 1.578658 0.257 -0.028 -0.209
H -0.023162 0.599209 -3.357264 0.256 -0.320 -0.391
H 1.861987 -0.006002 1.020038 0.219 0.024 0.050
H 1.611213 0.850599 2.591058 0.542 -0.261 -0.006
H 0.540697 1.124298 1.310431 -0.103 -0.259 -0.206
H 0.796950 -1.687935 2.601216 0.308 0.005 -0.100
H -0.890634 -0.962254 -3.024793 0.193 -0.126 -0.339
H 0.523700 0.270924 -1.072042 0.037 -0.289 0.042
H -0.878262 1.281265 -0.938336 -0.047 0.025 -0.214
```
Positions in Å, forces in eV/Å.


The lowest F_max belongs to which entry?
C4H12